one) Here is a gas-phase ion, C5H7N2 (charge +1) from the Open Molecules 2025 dataset. Energies are from wB97M-V/def2-TZVPD.

* molecular weight: 95.1 g mol⁻¹
* Kohn-Sham gap: 8.9 eV
* LUMO level: -4.80 eV
* SMILES: C=C=[N+]=C(C)N=C
* charge: +1
* highest occupied orbital energy: -13.711 eV

Last column: Löwdin charge in e.
Element x y z (Å)
C1 0.548 0.764 -3.047  0.089
C2 0.149 0.182 -1.975  -0.064
N1 -0.187 -0.185 -0.875  0.220
C3 -0.085 -0.250 0.403  -0.359
C4 0.221 -1.498 1.065  0.024
N2 -0.482 0.700 1.182  0.148
C5 -0.363 1.851 1.688  0.170
H1 1.263 0.297 -3.711  0.089
H2 -0.084 1.579 -3.452  0.110
H3 0.067 -1.243 2.164  0.132
H4 1.201 -1.984 0.777  0.135
H5 -0.328 -2.339 0.678  0.102
H6 0.549 2.373 1.613  0.104
H7 -1.232 2.327 2.053  0.101

two) Here is a gas-phase ion, C5H7N2 (charge +1) from the Open Molecules 2025 dataset. Energies are from wB97M-V/def2-TZVPD.

* molecular weight: 95.1 g mol⁻¹
* Kohn-Sham gap: 8.4 eV
* LUMO level: -5.48 eV
* charge: +1
* highest occupied orbital energy: -13.828 eV

Last column: Löwdin charge in e.
Element x y z (Å)
C1 -0.339 0.165 0.855  -0.098
C2 -0.411 0.000 -0.654  -0.132
C3 -0.413 2.193 -0.200  0.003
C4 0.149 -1.371 -0.760  -0.056
C5 0.622 -1.206 0.709  -0.014
N1 -0.451 1.178 -1.226  0.175
N2 -0.232 1.629 0.961  0.074
H1 -1.332 -0.030 1.211  0.167
H2 -0.633 -2.199 -0.802  0.170
H3 0.971 -1.364 -1.483  0.142
H4 1.609 -0.709 0.585  0.127
H5 0.699 -2.120 1.289  0.123
H6 -0.245 1.536 -2.148  0.169
H7 0.007 2.297 1.663  0.148

three) Here is a gas-phase ion, C5H7N2 (charge +1) from the Open Molecules 2025 dataset. Energies are from wB97M-V/def2-TZVPD.

* molecular weight: 95.1 g mol⁻¹
* Kohn-Sham gap: 9.9 eV
* LUMO level: -4.53 eV
* SMILES: [NH+]#CNC=C1CC1
* charge: +1
* highest occupied orbital energy: -14.439 eV

Last column: Löwdin charge in e.
Element x y z (Å)
N1 -2.231 1.250 0.430  0.337
C1 -2.225 0.080 0.252  -0.129
N2 -1.805 -1.081 0.038  0.143
C2 -0.420 -0.967 -0.529  -0.040
C3 0.532 -0.257 -0.107  -0.271
C4 1.922 0.266 -0.298  0.006
C5 0.738 1.096 0.352  -0.085
H1 -2.650 2.144 0.182  0.159
H2 -2.216 -2.072 0.217  0.244
H3 -0.239 -1.861 -1.155  0.145
H4 2.721 -0.157 0.341  0.122
H5 2.300 0.701 -1.302  0.146
H6 0.059 1.640 -0.330  0.110
H7 0.515 1.333 1.390  0.114

Which structure is the most stable? The one labeled one).

one) Here is a gas-phase ion, C5H7N2 (charge +1) from the Open Molecules 2025 dataset. Energies are from wB97M-V/def2-TZVPD.

* molecular weight: 95.1 g mol⁻¹
* Kohn-Sham gap: 8.4 eV
* LUMO level: -4.62 eV
* charge: +1
* highest occupied orbital energy: -12.974 eV

Last column: Löwdin charge in e.
Element x y z (Å)
C1 -0.104 -0.882 -1.397  -0.051
C2 0.958 -0.260 -0.715  -0.073
C3 -1.391 -0.698 -0.938  -0.086
C4 -1.199 0.438 1.264  0.107
C5 1.665 0.020 0.288  0.027
N1 -1.847 -0.133 0.233  -0.085
N2 2.369 0.739 1.114  0.220
H1 0.191 -1.453 -2.259  0.124
H2 1.066 0.738 -1.225  0.210
H3 -2.276 -1.095 -1.521  0.155
H4 -2.026 0.680 1.935  0.023
H5 -2.825 -0.307 0.129  0.125
H6 2.066 1.424 1.839  0.172
H7 3.352 0.788 1.256  0.134

two) Here is a gas-phase ion, C5H7N2 (charge +1) from the Open Molecules 2025 dataset. Energies are from wB97M-V/def2-TZVPD.

* molecular weight: 95.1 g mol⁻¹
* Kohn-Sham gap: 11.4 eV
* LUMO level: -5.03 eV
* SMILES: CC1=[N+](CC#N)C1
* charge: +1
* highest occupied orbital energy: -16.418 eV

Last column: Löwdin charge in e.
Element x y z (Å)
C1 -0.923 -1.809 -0.044  0.050
C2 -0.809 -0.370 0.021  -0.013
N1 -0.050 0.659 0.016  -0.018
C3 1.278 1.209 0.237  -0.061
C4 2.201 0.097 0.133  -0.202
N2 2.906 -0.783 0.253  0.214
C5 -1.411 1.076 -0.256  0.103
H1 -0.107 -2.050 -0.728  0.124
H2 -1.859 -2.204 -0.414  0.113
H3 -0.640 -2.420 0.763  0.101
H4 1.374 1.609 1.340  0.199
H5 1.390 1.920 -0.608  0.159
H6 -1.526 1.408 -1.263  0.114
H7 -1.823 1.656 0.549  0.118

three) Here is a gas-phase ion, C5H7N2 (charge +1) from the Open Molecules 2025 dataset. Energies are from wB97M-V/def2-TZVPD.

* molecular weight: 95.1 g mol⁻¹
* Kohn-Sham gap (spin up / spin down): 8.9 / 7.4 eV
* LUMO level (spin up / spin down): -6.00 / -7.42 eV
* SMILES: Cc1[nH+]c#cn1C
* charge: +1
* highest occupied orbital energy (spin up / spin down): -14.869 / -14.796 eV

Last column: Löwdin charge in e.
Element x y z (Å)
C1 -0.493 0.257 -1.527  0.073
C2 -0.450 0.390 -0.033  -0.255
N1 -1.427 1.100 0.587  0.189
C3 -1.004 0.999 1.866  0.080
C4 -0.061 0.133 2.264  0.227
N2 0.266 -0.252 0.859  -0.061
C5 1.419 -1.023 0.480  -0.016
H1 -0.129 1.076 -2.017  0.077
H2 -1.510 0.114 -1.760  0.095
H3 0.124 -0.567 -1.866  0.101
H4 -2.048 1.637 0.102  0.146
H5 2.147 -1.182 1.353  0.142
H6 1.259 -2.029 0.126  0.097
H7 1.906 -0.653 -0.433  0.105

four) Here is a gas-phase ion, C5H7N2 (charge +1) from the Open Molecules 2025 dataset. Energies are from wB97M-V/def2-TZVPD.

* molecular weight: 95.1 g mol⁻¹
* Kohn-Sham gap: 8.9 eV
* LUMO level: -5.95 eV
* SMILES: [H]/N=C/C/[NH+]=C\C#C
* charge: +1
* highest occupied orbital energy: -14.861 eV

Last column: Löwdin charge in e.
Element x y z (Å)
H1 -0.279 -1.488 -3.140  0.096
N1 0.008 -0.870 -2.344  0.092
C1 -0.635 -1.167 -1.235  -0.177
C2 -0.521 -0.309 -0.084  -0.141
N2 0.717 0.475 -0.232  0.108
C3 1.285 1.256 0.670  0.024
C4 0.787 1.319 2.006  -0.022
C5 0.276 1.561 3.088  0.278
H2 -1.354 -1.999 -1.364  0.142
H3 -1.474 0.177 -0.139  0.150
H4 -0.561 -0.830 0.829  0.125
H5 0.780 0.495 -1.239  0.118
H6 2.309 1.697 0.360  0.193
H7 0.061 1.605 4.031  0.012

Which structure is the most stable? The one labeled two).